No. 1
Computed, not measured: an isolated molecule of C5H7NO in a non-equilibrium geometry, with ωB97M-V/def2-TZVPD.

The energy above the lowest of the compared OMol25 structures with the same formula, charge and spin comes out at 114.7 kcal per mole. The electronic energy comes out at -324.5416 Eh. Its LUMO energy is 0.628 eV. The frontier orbital gap comes out at 0.3591 hartree.

The geometry in ORCA input format:
```
! RIJCOSX wB97M-V def2-TZVPD def2/J DEFGRID3
* xyz 0 1
O 1.4029 -1.3189 0.6654
N 0.3406 1.3792 -0.7904
C -0.0915 -0.0004 -0.7984
H -0.4908 1.9210 -0.8345
H -1.3706 -1.8106 0.9108
C -1.4925 0.0234 -0.2081
C 1.0051 -0.2791 0.1669
C -1.9323 -1.1878 0.2765
C 0.9436 1.1750 0.6173
H 0.6180 1.8336 1.6180
H -3.0981 -1.2968 0.1735
H -1.9708 0.8037 -0.7983
H 2.0203 1.3950 0.5550
H 0.0909 -0.3352 -1.7406
*
```

=====

No. 2
Computed, not measured: an isolated molecule of C5H7NO in a non-equilibrium geometry, with ωB97M-V/def2-TZVPD.

The energy above the lowest of the compared OMol25 structures with the same formula, charge and spin comes out at 74.8 kcal per mole. The electronic energy comes out at -324.6053 Eh. Its LUMO energy is 0.812 eV. The frontier orbital gap comes out at 0.3830 hartree.

The geometry in ORCA input format:
```
! RIJCOSX wB97M-V def2-TZVPD def2/J DEFGRID3
* xyz 0 1
N 0.5371 -0.3058 -0.8845
C 1.0309 -0.0939 2.6473
O 0.0116 0.1567 -3.0340
H -0.8821 1.2233 -0.7008
H -1.5541 -0.3622 -1.0948
H 1.8598 0.0116 3.3163
C 0.8422 -0.1245 -2.1906
H 1.2465 -0.3761 -0.1660
C 0.0632 -0.1518 1.9272
H -1.9269 -0.7039 1.2976
H -1.3025 0.9871 0.7724
C -0.7687 0.0813 -0.4905
H 1.9106 -0.2645 -2.4079
C -1.0675 -0.0772 1.0083
*
```

=====

No. 3
Computed, not measured: an isolated molecule of C5H7NO in a non-equilibrium geometry, with ωB97M-V/def2-TZVPD.

The energy above the lowest of the compared OMol25 structures with the same formula, charge and spin comes out at 49.8 kcal per mole. The electronic energy comes out at -324.6450 Eh. Its LUMO energy is 0.722 eV. The frontier orbital gap comes out at 0.3920 hartree.

The geometry in ORCA input format:
```
! RIJCOSX wB97M-V def2-TZVPD def2/J DEFGRID3
* xyz 0 1
C 0.4888 -1.0074 -0.6199
O 1.5863 1.1799 0.3309
N 2.8844 -0.9907 0.3743
H -2.4111 -0.1439 0.5803
C -1.8955 -0.2072 -0.3873
H -0.0772 1.0067 1.6066
C 1.8567 -0.8962 -0.1672
H -2.1918 -1.1483 -0.8616
H 0.2587 -1.9304 -1.1372
H 2.2418 0.5317 0.7793
H -0.2564 2.0110 0.1629
C -0.4043 -0.1039 -0.2030
C 0.1970 1.0807 0.5429
H -2.2773 0.6181 -1.0010
*
```

=====

No. 4
Computed, not measured: an isolated molecule of C5H7NO, with ωB97M-V/def2-TZVPD.

The energy above the lowest of the compared OMol25 structures with the same formula, charge and spin comes out at 90.9 kcal per mole. The electronic energy comes out at -324.5796 Eh. Its LUMO energy (alpha / beta) is -0.376 / -0.376 eV. The frontier orbital gap (alpha / beta) comes out at 0.3031 / 0.3031 hartree.

The geometry in ORCA input format:
```
! RIJCOSX wB97M-V def2-TZVPD def2/J DEFGRID3
* xyz 0 1
H -1.7650 -0.2236 0.8870
C 0.1987 1.1673 -0.8983
H -0.7010 0.4257 2.1604
C -0.7723 0.1945 1.0932
C 0.6259 -0.2042 -1.1576
C -0.5096 1.3696 0.2255
N -0.2524 -1.2120 -0.8532
H 0.5709 1.9740 -1.5216
H 1.2300 -0.3509 0.3653
H -0.7563 2.3704 0.5698
H 0.1595 -2.1195 -1.0689
C 0.1512 -0.9949 0.6903
H 1.4670 -0.3786 -1.8307
O 0.3534 -2.0179 1.3387
*
```

=====

No. 5
Computed, not measured: an isolated molecule of C5H7NO in a non-equilibrium geometry, with ωB97M-V/def2-TZVPD.

The energy above the lowest of the compared OMol25 structures with the same formula, charge and spin comes out at 19.5 kcal per mole. The electronic energy comes out at -324.6934 Eh. Its LUMO energy is 0.461 eV. The frontier orbital gap comes out at 0.4000 hartree.

The geometry in ORCA input format:
```
! RIJCOSX wB97M-V def2-TZVPD def2/J DEFGRID3
* xyz 0 1
C -0.2528 -0.6073 -0.2809
H -1.1247 -1.0820 0.1865
N -0.0523 -1.6157 -2.7002
H 0.3048 1.3794 -0.9439
H 1.2169 -2.0324 0.4582
C 1.0101 -0.9605 0.5195
C -0.5740 1.5658 0.9837
C -0.5126 0.9147 -0.3837
H -1.4529 1.0883 -0.9186
H -1.5835 1.7406 1.4070
H 1.8761 -0.4181 0.1289
O 0.4084 1.8811 1.6120
C -0.1510 -1.1663 -1.6390
H 0.8875 -0.6877 1.5705
*
```

=====

No. 6
Computed, not measured: an isolated molecule of C5H7NO in a non-equilibrium geometry, with ωB97M-V/def2-TZVPD.

The energy above the lowest of the compared OMol25 structures with the same formula, charge and spin comes out at 117.6 kcal per mole. The electronic energy comes out at -324.5371 Eh. Its LUMO energy is 0.888 eV. The frontier orbital gap comes out at 0.3225 hartree.

The geometry in ORCA input format:
```
! RIJCOSX wB97M-V def2-TZVPD def2/J DEFGRID3
* xyz 0 1
C 0.5507 1.2322 0.0427
H -0.1229 -1.8307 -1.0483
H 2.3764 -1.6161 0.0567
H 0.8112 2.0751 -0.5598
C -0.0001 -0.8130 -0.4963
C -1.0312 -0.4822 0.6102
H -0.6173 -0.3493 1.6228
N 2.4198 -0.5475 -0.0256
H -1.3802 1.0526 -1.1566
C -0.7606 0.5310 -0.4569
H -1.8554 -1.0276 0.6389
C 1.1627 -0.1016 -0.0296
H 0.4706 1.6183 1.0762
O 3.4735 0.1061 0.3001
*
```

=====

> Look up the electronic energy of the sixth one.

-324.5371 Eh